Entry 1:
Density functional theory data (ωB97M-V with the def2-TZVPD basis set) for C44H38AsF3N3O2Pd as an isolated structure.

```
! RIJCOSX wB97M-V def2-TZVPD def2/J DEFGRID3
* xyz 1 1
Pd -0.812 -0.528 -0.367
F 1.270 0.119 8.788
C 2.134 0.467 7.824
F 2.400 1.778 7.972
F 3.286 -0.191 8.054
C 1.602 0.171 6.447
C 2.385 0.507 5.351
C 1.916 0.270 4.073
C 0.656 -0.303 3.874
C -0.111 -0.648 4.984
C 0.360 -0.410 6.268
C 0.156 -0.505 2.534
C -0.212 -0.701 1.399
H 3.361 0.954 5.501
H 2.523 0.529 3.214
H -1.083 -1.100 4.835
H -0.242 -0.676 7.126
C 4.117 -3.855 1.341
N 2.808 -3.629 0.753
N 2.527 -2.528 -0.018
C 1.213 -2.535 -0.340
O 0.728 -1.591 -1.071
C 0.662 -3.707 0.210
C 1.676 -4.346 0.884
C 1.637 -5.606 1.679
C 3.474 -1.492 -0.297
C 4.545 -1.753 -1.135
C 5.480 -0.755 -1.369
C 5.327 0.490 -0.772
C 4.235 0.743 0.049
C 3.300 -0.251 0.294
H 4.570 -2.901 1.599
H 4.778 -4.393 0.661
H 3.982 -4.432 2.251
H -0.366 -4.015 0.131
H 0.717 -6.144 1.464
H 1.661 -5.389 2.749
H 2.480 -6.256 1.445
H 4.639 -2.726 -1.603
H 6.322 -0.948 -2.020
H 6.061 1.265 -0.948
H 4.122 1.717 0.509
H 2.436 -0.085 0.926
O -2.263 1.115 -0.226
As -1.656 2.193 -1.384
C -0.255 3.284 -0.700
C -0.086 4.571 -1.206
C 0.959 5.360 -0.744
C 1.816 4.867 0.231
C 1.633 3.587 0.742
C 0.605 2.783 0.273
C -0.954 1.111 -2.773
C 0.046 1.558 -3.634
C 0.547 0.684 -4.583
C 0.066 -0.625 -4.666
C -0.923 -1.064 -3.807
C -1.447 -0.188 -2.860
C -3.029 3.334 -2.004
C -3.599 3.117 -3.254
C -4.694 3.878 -3.641
C -5.209 4.837 -2.781
C -4.639 5.045 -1.530
C -3.547 4.290 -1.133
H -0.769 4.962 -1.950
H 1.093 6.361 -1.131
H 2.624 5.486 0.598
H 2.285 3.220 1.525
H 0.457 1.796 0.688
H 0.440 2.563 -3.554
H 1.326 1.014 -5.259
H 0.469 -1.297 -5.412
H -1.305 -2.075 -3.869
H -2.302 -0.502 -2.259
H -3.194 2.367 -3.922
H -5.146 3.719 -4.611
H -6.062 5.429 -3.086
H -5.049 5.792 -0.864
H -3.107 4.443 -0.155
N -3.081 -1.565 0.347
C -3.738 -2.010 -0.815
C -3.448 -3.256 -1.363
C -4.013 -3.635 -2.573
C -4.869 -2.777 -3.253
C -5.168 -1.541 -2.695
C -4.613 -1.157 -1.482
H -3.488 -0.740 0.762
H -2.874 -2.277 1.031
H -2.780 -3.930 -0.837
H -3.784 -4.609 -2.986
H -5.303 -3.072 -4.198
H -5.848 -0.868 -3.203
H -4.842 -0.188 -1.052
*
```

* HOMO-LUMO gap (spin up / spin down): 7.3 / 7.3 eV
* highest occupied orbital energy (spin up / spin down): -0.37123 / -0.37124 Ha
* LUMO energy (spin up / spin down): -2.84 / -2.84 eV

Entry 2:
Density functional theory data (ωB97M-V with the def2-TZVPD basis set) for C44H38ClCoN5O5S as an isolated structure.

```
! RIJCOSX wB97M-V def2-TZVPD def2/J DEFGRID3
* xyz 0 2
Co 0.291 -1.184 -0.838
O -5.721 1.622 -1.380
C -4.685 2.287 -1.509
O -4.466 3.502 -1.637
C -3.378 1.414 -1.479
C -2.154 2.001 -1.199
C -1.040 1.186 -1.089
N -1.134 -0.133 -1.271
C -2.313 -0.712 -1.531
C -3.464 0.044 -1.644
C -2.205 -2.161 -1.582
C -3.262 -3.015 -1.879
C -3.063 -4.378 -1.882
C -1.794 -4.863 -1.577
C -0.795 -3.962 -1.285
N -0.965 -2.637 -1.290
C 0.312 1.591 -0.718
C 0.713 2.910 -0.561
C 1.979 3.186 -0.089
C 2.833 2.124 0.179
C 2.399 0.843 -0.088
N 1.172 0.558 -0.521
H -2.095 3.069 -1.049
H -4.431 -0.407 -1.814
H -4.233 -2.596 -2.099
H -3.872 -5.059 -2.106
H -1.592 -5.924 -1.560
H 0.192 -4.326 -1.033
H 0.018 3.701 -0.797
H 2.300 4.205 0.077
H 3.824 2.286 0.578
H 3.072 0.008 0.050
C -3.383 5.426 2.629
C -2.500 4.263 2.977
C -1.118 4.423 2.982
C -0.285 3.359 3.289
C -0.822 2.129 3.605
C -2.210 1.952 3.632
N -2.740 0.761 4.111
C -2.070 -0.438 4.335
C -2.286 -1.056 5.573
C -1.630 -2.221 5.921
C -0.735 -2.803 5.040
C -0.551 -2.234 3.791
C -1.221 -1.077 3.404
C -1.185 -0.726 1.913
O -2.159 -0.158 1.429
O -0.152 -1.184 1.305
C -3.061 3.021 3.301
C -4.559 2.873 3.292
H -2.792 6.327 2.466
H -4.107 5.621 3.423
H -3.947 5.219 1.716
H -0.694 5.394 2.750
H 0.790 3.494 3.313
H -0.176 1.304 3.877
H -3.652 0.827 4.524
H -2.968 -0.584 6.271
H -1.812 -2.667 6.891
H -0.208 -3.710 5.309
H 0.090 -2.702 3.056
H -4.882 1.838 3.382
H -4.965 3.251 2.353
H -5.012 3.459 4.097
C 6.695 -0.002 -2.672
C 5.260 -0.009 -3.119
C 4.461 1.122 -2.980
C 3.106 1.073 -3.275
C 2.546 -0.105 -3.730
C 3.346 -1.216 -3.964
C 4.694 -1.164 -3.655
S 0.738 -0.206 -3.781
C 0.628 -0.651 -5.551
O 0.263 1.185 -3.685
H 7.081 1.014 -2.602
H 7.323 -0.578 -3.350
H 6.773 -0.457 -1.681
H 4.897 2.042 -2.612
H 2.472 1.944 -3.155
H 2.927 -2.120 -4.391
H 5.319 -2.034 -3.818
H 1.109 0.127 -6.138
H -0.433 -0.703 -5.786
H 1.099 -1.619 -5.711
Cl 3.762 -4.860 -2.911
C 3.321 -3.915 -1.531
C 4.063 -3.969 -0.363
C 3.636 -3.161 0.684
C 2.532 -2.352 0.525
N 1.826 -2.295 -0.615
C 2.222 -3.085 -1.620
H 4.932 -4.605 -0.274
H 4.172 -3.166 1.622
H 2.153 -1.738 1.333
H 1.637 -3.056 -2.529
*
```

* HOMO-LUMO gap (spin up / spin down): 5.8 / 5.8 eV
* highest occupied orbital energy (spin up / spin down): -0.24883 / -0.24889 Ha
* LUMO energy (spin up / spin down): -0.97 / -1.02 eV

Entry 3:
Density functional theory data (ωB97M-V with the def2-TZVPD basis set) for C44H38ClGeN2O2S4Tc as an isolated structure.

```
! RIJCOSX wB97M-V def2-TZVPD def2/J DEFGRID3
* xyz -2 1
Tc -0.892 0.072 1.393
C -3.576 2.513 -0.686
C -2.787 1.974 0.501
N -1.449 1.598 0.163
N -1.125 1.797 -1.090
C -0.176 1.090 -1.594
S 0.621 -0.186 -0.714
S 0.240 1.378 -3.269
C 1.545 2.702 -3.094
C 0.982 4.043 -3.391
C 0.926 4.505 -4.704
C 0.393 5.746 -4.992
C -0.100 6.546 -3.973
C -0.076 6.083 -2.667
C 0.461 4.842 -2.376
C -2.857 2.823 1.746
C -3.631 3.966 1.830
C -3.758 4.676 3.014
C -3.130 4.216 4.161
C -2.359 3.079 4.109
C -2.156 2.380 2.901
O -1.358 1.364 2.916
H -3.567 1.772 -1.483
H -3.114 3.426 -1.064
H -4.608 2.691 -0.395
H 2.323 2.419 -3.801
H 1.918 2.628 -2.075
H 1.295 3.875 -5.501
H 0.365 6.093 -6.016
H -0.514 7.520 -4.200
H -0.485 6.690 -1.870
H 0.475 4.480 -1.357
H -4.143 4.342 0.955
H -4.357 5.578 3.035
H -3.240 4.753 5.096
H -1.871 2.684 4.989
C -2.008 -1.783 -1.813
Ge -1.549 -2.074 0.140
C -3.193 -3.054 0.772
C -3.122 -4.043 1.742
C -4.253 -4.710 2.180
C -5.493 -4.408 1.642
C -5.583 -3.426 0.670
C -4.446 -2.756 0.252
C -0.157 -3.545 -0.026
C 1.066 -3.345 0.566
C 2.163 -4.175 0.295
C 2.064 -5.167 -0.641
C 0.835 -5.412 -1.284
C 0.699 -6.395 -2.287
C -0.508 -6.626 -2.886
C -1.650 -5.931 -2.455
C -1.543 -4.972 -1.487
C -0.299 -4.637 -0.918
H -2.832 -2.408 -2.143
H -1.146 -1.992 -2.441
H -2.285 -0.744 -1.981
H -2.157 -4.298 2.158
H -4.163 -5.468 2.948
H -6.386 -4.923 1.982
H -6.546 -3.177 0.238
H -4.534 -1.975 -0.490
H 1.191 -2.499 1.233
H 3.103 -4.005 0.804
H 2.925 -5.771 -0.906
H 1.575 -6.965 -2.576
H -0.598 -7.358 -3.680
H -2.612 -6.161 -2.894
H -2.413 -4.450 -1.125
Cl -0.646 -0.839 4.682
C -1.277 -1.332 3.103
H -2.363 -1.376 3.243
H -0.915 -2.358 2.991
C 7.009 2.189 -0.594
C 8.286 1.844 0.111
O 9.382 2.227 -0.226
S 8.133 0.774 1.523
C 6.372 0.568 1.770
C 5.651 -0.372 1.037
C 4.301 -0.515 1.252
C 3.627 0.263 2.216
C 4.385 1.167 2.981
C 5.736 1.319 2.753
C 2.229 0.156 2.284
C 1.026 0.043 2.076
H 7.246 2.754 -1.495
H 6.371 2.787 0.055
H 6.460 1.287 -0.854
H 6.155 -0.966 0.286
H 3.720 -1.215 0.669
H 3.893 1.759 3.740
H 6.317 2.036 3.318
S -3.463 0.302 0.998
*
```

* HOMO-LUMO gap (spin up / spin down): 5.7 / 5.7 eV
* highest occupied orbital energy (spin up / spin down): -0.06940 / -0.06984 Ha
* LUMO energy (spin up / spin down): 3.80 / 3.80 eV

Entry 4:
Density functional theory data (ωB97M-V with the def2-TZVPD basis set) for C44H38EuN5O4Sb as an isolated structure.

```
! RIJCOSX wB97M-V def2-TZVPD def2/J DEFGRID3
* xyz 0 8
Eu 1.464 -0.796 0.683
C 0.569 -2.095 4.021
C 1.071 -0.776 4.639
C 2.505 -0.434 4.248
C 3.574 -0.479 5.179
C 4.855 -0.170 4.810
C 5.084 0.235 3.492
C 3.995 0.317 2.674
N 2.746 -0.022 3.000
N -0.231 -1.963 2.771
C -1.540 -1.351 2.948
C -1.567 0.143 3.117
C -2.416 0.734 4.054
C -2.605 2.103 4.082
C -1.837 2.845 3.217
C -1.008 2.197 2.315
N -0.865 0.888 2.241
C -0.408 -3.298 2.216
C -0.780 -3.447 0.754
C -1.316 -4.651 0.325
C -1.499 -4.895 -1.023
C -1.121 -3.878 -1.903
C -0.650 -2.697 -1.391
N -0.440 -2.469 -0.087
H 1.430 -2.683 3.755
H 0.001 -2.652 4.783
H 0.431 0.070 4.313
H 1.030 -0.824 5.729
H 3.425 -0.860 6.192
H 5.632 -0.298 5.542
H 6.049 0.547 3.165
H 4.143 0.641 1.647
H -2.154 -1.596 2.077
H -2.042 -1.840 3.826
H -2.923 0.084 4.742
H -3.309 2.625 4.747
H -1.906 3.931 3.164
H -0.370 2.786 1.665
H 0.551 -3.791 2.370
H -1.185 -3.824 2.810
H -1.615 -5.405 1.045
H -1.926 -5.819 -1.365
H -1.227 -3.983 -2.977
H -0.394 -1.886 -2.062
O 3.811 -4.811 1.050
C 3.245 -3.771 0.815
O 2.507 -3.034 1.574
C 3.474 -3.165 -0.621
C 4.474 -3.725 -1.442
C 4.736 -3.119 -2.636
C 4.062 -1.988 -3.041
C 3.075 -1.464 -2.180
N 2.830 -2.065 -1.008
C 2.376 -0.108 -2.502
O 2.397 0.234 -3.670
O 1.890 0.486 -1.479
H 4.994 -4.602 -1.143
H 5.515 -3.500 -3.287
H 4.344 -1.483 -3.955
C -3.409 -0.406 -5.687
C -2.063 -0.629 -5.537
C -1.395 -0.060 -4.454
C -2.093 0.721 -3.516
C -3.456 0.977 -3.720
C -4.097 0.409 -4.801
Sb -1.040 1.343 -1.759
C -2.608 2.499 -0.829
C -3.457 1.735 -0.019
C -4.447 2.379 0.706
C -4.587 3.770 0.708
C -3.697 4.494 -0.079
C -2.736 3.859 -0.854
C -0.058 2.998 -2.577
C -0.351 3.569 -3.815
C 0.364 4.703 -4.252
C 1.379 5.230 -3.480
C 1.685 4.692 -2.239
C 0.985 3.572 -1.820
H -3.938 -0.949 -6.451
H -1.520 -1.228 -6.211
H -0.324 -0.272 -4.353
H -4.023 1.574 -3.061
H -5.136 0.549 -5.007
H -3.369 0.669 0.020
H -5.132 1.797 1.310
H -5.311 4.244 1.353
H -3.747 5.590 -0.153
H -2.047 4.451 -1.419
H -1.097 3.154 -4.482
H 0.146 5.108 -5.213
H 1.926 6.059 -3.840
H 2.488 5.153 -1.611
H 1.214 3.096 -0.887
*
```

* HOMO-LUMO gap (spin up / spin down): 7.1 / 8.2 eV
* highest occupied orbital energy (spin up / spin down): -0.24877 / -0.28998 Ha
* LUMO energy (spin up / spin down): 0.30 / 0.30 eV

Entry 5:
Density functional theory data (ωB97M-V with the def2-TZVPD basis set) for C44H38FN9O3PRuSe2 as an isolated structure.

```
! RIJCOSX wB97M-V def2-TZVPD def2/J DEFGRID3
* xyz 2 2
Ru 0.039 0.234 -0.090
C -7.959 -1.106 0.896
C -7.009 -1.300 -0.278
N -5.588 -1.153 0.076
C -4.369 0.653 1.375
C -2.832 0.486 1.212
C -1.984 1.761 1.438
O -2.433 2.668 2.099
O -0.794 1.751 0.927
C -2.326 -1.498 -0.304
O -1.251 -1.855 -0.757
C -3.399 -2.457 0.005
C -2.869 -3.758 0.095
C -3.622 -4.861 0.361
F -3.021 -6.073 0.370
C -4.991 -4.733 0.600
C -5.520 -3.456 0.536
C -4.805 -2.281 0.209
N -5.847 -5.805 0.940
C -5.291 -7.104 1.311
C -6.432 -7.975 1.869
N -7.547 -7.067 2.294
C -8.190 -6.427 1.095
C -7.063 -5.977 0.153
H -8.994 -1.186 0.563
H -7.836 -0.118 1.341
H -7.791 -1.839 1.687
H -7.221 -0.557 -1.049
H -7.152 -2.269 -0.758
H -4.611 1.672 1.683
H -1.809 -3.895 -0.069
H -6.556 -3.348 0.817
H -4.525 -6.960 2.070
H -4.837 -7.631 0.468
H -6.115 -8.561 2.728
H -6.851 -8.647 1.122
H -7.140 -6.320 2.861
H -8.238 -7.558 2.862
H -8.796 -5.600 1.459
H -8.839 -7.171 0.637
H -7.343 -5.045 -0.328
H -6.908 -6.718 -0.641
C 0.380 -5.418 1.522
C -0.455 -4.793 2.438
C -0.374 -3.423 2.635
C 0.549 -2.663 1.918
C 1.393 -3.299 1.009
C 1.311 -4.670 0.815
P 0.553 -0.850 2.001
C 0.337 -0.420 3.750
C -0.270 0.772 4.138
C -0.313 1.122 5.479
C 0.257 0.296 6.436
C 0.879 -0.885 6.053
C 0.920 -1.245 4.716
C 2.181 -0.211 1.573
C 3.438 -0.314 2.156
C 4.462 0.444 1.613
C 4.219 1.287 0.528
C 2.961 1.378 -0.051
C 1.927 0.614 0.482
H 0.319 -6.487 1.372
H -1.162 -5.376 3.015
H -1.006 -2.954 3.379
H 2.136 -2.712 0.479
H 1.988 -5.161 0.128
H -0.684 1.452 3.407
H -0.787 2.050 5.770
H 0.227 0.577 7.480
H 1.337 -1.524 6.796
H 1.404 -2.169 4.428
H 3.612 -0.950 3.016
H 5.454 0.398 2.041
H 5.032 1.883 0.132
H 2.802 2.046 -0.888
Se 1.895 -2.550 -2.690
N 1.801 -1.649 -4.199
C 1.366 -0.437 -3.907
C 1.113 0.636 -4.813
C 0.612 1.787 -4.293
C 0.316 1.892 -2.897
N 0.566 0.946 -2.039
C 1.111 -0.211 -2.521
N 1.360 -1.188 -1.672
H 1.307 0.511 -5.869
H 0.395 2.636 -4.926
H -0.143 2.792 -2.507
Se -3.796 1.506 -3.358
N -5.076 1.206 -2.136
C -4.488 0.709 -1.093
C -5.196 0.259 0.153
C -4.235 -0.305 2.538
C -2.919 -0.449 2.405
N -2.394 -0.078 -0.079
C -3.071 0.542 -1.184
N -2.496 0.887 -2.288
H -6.132 0.811 0.194
H -4.951 -0.665 3.263
H -2.161 -0.967 2.970
*
```

* HOMO-LUMO gap (spin up / spin down): 6.9 / 7.0 eV
* highest occupied orbital energy (spin up / spin down): -0.46017 / -0.46213 Ha
* LUMO energy (spin up / spin down): -5.62 / -5.62 eV

The records above yield max |F| values of 1.4 1.4 2.7 2.2 1.8 eV Å⁻¹, respectively.
The records above yield energy above the lowest of the compared OMol25 structures with the same formula, charge and spin values of 1.474 0.000 1.220 0.000 0.000 eV, respectively.
The records above yield energy values of -4677.2186 -4590.7098 -6170.1515 -3224.9337 -7756.4087 Eh, respectively.